w) # C5H12N

A cluster of 2 separate species, C5H12N in total (ωB97M-V/def2-TZVPD, the Open Molecules 2025 dataset).

Output
2S+1 = 2
<S²> = 0.760
net charge = 0
gap between HOMO and LUMO (alpha / beta) = 9.841 / 8.494 eV
E_HOMO (alpha / beta) = -8.70 / -9.04 eV

Last column: Mulliken charge in e.
Atoms and positions in Å:
C: -1.30227 0.61155 1.66003  -0.3920
C: -2.21662 0.01038 0.52569  -0.5304
C: -1.56073 0.13967 -0.93470  -0.6325
C: -0.17408 -0.38979 -1.07066  -0.1542
C: 0.73756 -0.29483 -0.11150  -0.7081
N: 3.82313 -0.08797 -0.22059  -0.4784
H: -0.35104 0.38352 1.13838  -0.1564
H: -1.45123 0.16462 2.57472  0.3383
H: -1.48638 1.67122 1.82014  0.2846
H: -3.13921 0.63067 0.60017  0.2803
H: -2.48539 -1.05281 0.61471  0.3181
H: -1.41557 1.21866 -1.18301  0.2449
H: -2.19821 -0.31766 -1.70125  0.3588
H: -0.02372 -1.12185 -1.83575  0.3225
H: 1.45184 -1.18563 -0.04684  0.3231
H: 2.87082 -0.33584 -0.50732  0.2743
H: 4.58001 -0.73488 -0.15493  0.1548
H: 3.98303 0.83382 -0.18810  0.1523

x) # C5H12N

An isolated molecule of C5H12N (ωB97M-V/def2-TZVPD, the Open Molecules 2025 dataset).

Output
2S+1 = 2
<S²> = 0.750
net charge = 0
gap between HOMO and LUMO (alpha / beta) = 4.220 / 13.069 eV
E_HOMO (alpha / beta) = -3.22 / -12.32 eV

Last column: Mulliken charge in e.
Atoms and positions in Å:
C: 0.25601 1.05804 1.58603  -1.6793
C: -0.33789 0.87500 0.19277  -0.5190
N: -1.17003 -0.40109 0.13596  -0.6730
C: -0.44016 -1.42635 -0.68598  -1.3371
C: 0.95405 -0.84777 -0.82632  -0.7801
C: 0.68734 0.66185 -0.90299  -0.7056
H: -0.54576 1.27105 2.28650  0.5491
H: 0.79635 0.19136 1.95492  0.3846
H: 0.91801 1.92641 1.55845  0.4345
H: -1.09208 1.64347 0.03387  0.3496
H: -1.40553 -0.74025 1.08607  0.5628
H: -2.14932 -0.33285 -0.29242  0.9693
H: -0.90599 -1.45019 -1.66241  0.5117
H: -0.49531 -2.36952 -0.14672  0.4675
H: 1.43784 -1.22218 -1.72810  0.3730
H: 1.61388 -1.06495 0.01576  0.2937
H: 1.59490 1.24038 -0.74307  0.3633
H: 0.28369 0.98758 -1.86232  0.4350

y) # C5H12N

An isolated molecule of C5H12N (ωB97M-V/def2-TZVPD, the Open Molecules 2025 dataset).

Output
2S+1 = 2
<S²> = 0.750
net charge = 0
gap between HOMO and LUMO (alpha / beta) = 4.633 / 10.726 eV
E_HOMO (alpha / beta) = -3.63 / -10.01 eV

Last column: Mulliken charge in e.
Atoms and positions in Å:
C: -0.68428 -1.11273 -0.08766  -1.3012
C: -0.77016 -0.03779 0.97355  -0.5955
C: 0.03074 1.24155 0.64054  -0.7689
C: 2.30134 0.11940 0.36605  -0.8387
C: 1.39398 1.02987 0.05476  -0.1065
N: -1.33427 -0.60584 -1.39335  -2.3632
H: 0.22266 -1.62453 -0.38479  0.4083
H: -1.32394 -1.95106 0.21943  0.5670
H: -0.37312 -0.45064 1.90662  0.3809
H: -1.79357 0.23013 1.23239  0.5599
H: -0.54845 1.93762 0.03457  0.3223
H: 0.27438 1.78102 1.57107  0.3485
H: 2.13429 -0.70660 1.05249  0.2529
H: 3.19339 -0.10995 -0.20949  0.2591
H: 1.59445 1.58576 -0.86192  0.4261
H: -2.03624 0.12397 -1.17605  0.6523
H: -1.74118 -1.31905 -2.04917  1.1208
H: -0.54003 -0.13114 -1.88904  0.6760

Stability ranking, top entry: x); the second entry is 102.4 kJ/mol less favorable.

w) # C3H8O3Si

A cluster of 2 separate species, C3H8O3Si in total (ωB97M-V/def2-TZVPD, the Open Molecules 2025 dataset).

Output
net charge = 0
gap between HOMO and LUMO (alpha / beta) = 8.276 / 7.316 eV
E_HOMO (alpha / beta) = -8.43 / -7.35 eV

Last column: Mulliken charge in e.
Atoms and positions in Å:
C: -2.77668 1.30288 -0.13751  -0.4320
C: -2.06121 0.83605 0.85317  -0.3262
C: 0.96029 -2.16937 -0.20571  -0.7838
O: 2.14021 1.34758 1.04411  -0.4658
O: 1.42634 0.56405 -1.43175  -0.4792
O: 1.42029 -1.14780 0.70192  -0.1844
Si: 1.17948 0.35876 0.20421  0.4265
H: -3.78309 1.83635 -0.09658  0.2032
H: -2.64217 1.35171 -1.23616  0.1844
H: -2.13689 0.93031 1.95927  0.2551
H: 1.30893 -2.09448 -1.16647  0.3409
H: -0.05838 -2.14391 -0.20577  0.3593
H: 1.11052 -3.21425 0.20237  0.2622
H: 2.84493 0.92611 1.46727  0.3055
H: 1.06745 1.31602 -1.95240  0.3342

x) # C3H8O3Si

An isolated molecule of C3H8O3Si (ωB97M-V/def2-TZVPD, the Open Molecules 2025 dataset).

Output
net charge = 0
gap between HOMO and LUMO = 10.308 eV
E_HOMO = -9.77 eV
SMILES string = C=CC[Si](O)(O)O

Last column: Mulliken charge in e.
Atoms and positions in Å:
C: -1.10403 2.15302 0.63074  -0.8423
C: -0.05816 1.41695 0.40340  -0.0372
C: 0.05468 -0.01232 0.84612  -0.6351
Si: 0.45166 -1.20954 -0.53699  0.6085
O: 0.85972 -2.64699 0.18770  -0.5238
O: 1.74494 -0.79503 -1.53075  -0.4730
O: -0.74609 -1.12893 -1.67388  -0.4731
H: -1.15471 3.20883 0.37284  0.2546
H: -1.96594 1.73752 1.09792  0.2534
H: 0.71458 1.78509 -0.22403  0.3034
H: -0.94443 -0.38440 1.27332  0.2073
H: 0.63906 -0.01802 1.72366  0.4658
H: 1.52589 -2.84830 0.79907  0.3099
H: 1.65388 0.08740 -1.86748  0.2818
H: -1.67104 -1.34526 -1.50164  0.2998

Stability ranking, top entry: x); the second entry is 485.6 kJ/mol less favorable.